Arrangement a

2 unconnected molecules or ions with the total composition C3H10NO. Source: the Open Molecules 2025 dataset; level of theory: ωB97M-V/def2-TZVPD.

Properties
- lowest unoccupied orbital energy (eV) = 2.9
- HOMO-LUMO gap (hartree) = 0.164

Geometry as ORCA input:
```
! wB97M-V def2-TZVPD RIJCOSX def2/J DEFGRID3
* xyz -1 1
O -0.508 -4.849 0.197
N 1.136 2.893 0.021
C -1.360 -4.202 -0.744
C 0.241 1.921 -0.449
C 0.687 3.978 1.007
H -1.122 -4.599 -1.849
H -0.087 1.105 0.264
H 2.030 2.544 0.284
H -0.766 2.330 -0.670
H -0.296 4.411 0.663
H -1.041 -3.057 -0.820
H 1.300 4.867 1.101
H 0.381 3.651 1.971
H 0.705 1.257 -1.229
H -2.404 -4.151 -0.318
*
```

Atomic partial charges in e from the natural (NBO) method, atoms 1 to 4: number 1, O, carries -1.0112; number 2, N, carries -0.6403; number 3, C, carries -0.2370; number 4, C, carries -0.4179


Arrangement b

2 unconnected molecules or ions with the total composition C3H10NO. Source: the Open Molecules 2025 dataset; level of theory: ωB97M-V/def2-TZVPD.

Properties
- lowest unoccupied orbital energy (eV) = 4.0
- HOMO-LUMO gap (hartree) = 0.229

Geometry as ORCA input:
```
! wB97M-V def2-TZVPD RIJCOSX def2/J DEFGRID3
* xyz -1 1
O 2.401 -0.294 -0.202
N -0.354 0.003 -0.243
C 2.580 -0.426 -1.535
C -1.392 -0.415 0.651
C -1.996 0.765 1.444
H 3.539 -0.847 -1.940
H 1.830 -1.107 -2.058
H -3.078 0.830 1.470
H -1.687 1.706 0.961
H -0.972 -1.151 1.348
H 2.503 0.564 -2.064
H 0.000 0.918 -0.022
H -1.546 0.871 2.433
H 0.455 -0.600 -0.380
H -2.281 -0.818 0.138
*
```

Atomic partial charges in e from the natural (NBO) method, atoms 1 to 4: number 1, O, carries -0.9827; number 2, N, carries -0.8771; number 3, C, carries -0.1995; number 4, C, carries -0.2063


Out of the structures above, which one is the least stable? Solution: arrangement a.